A:
Density functional theory data (ωB97M-V/def2-TZVPD) for a cluster of 2 separate species, C3H4NO in total.

Element x y z (Å)
O: 0.61315 -1.38698 -2.91919
N: 0.27058 -1.25383 -1.81781
C: -0.19480 -1.06247 -0.74555
C: -0.83464 0.86803 0.62000
C: 0.19195 1.15051 1.29970
H: -1.67323 0.85401 -0.00269
H: 1.14809 0.45822 1.25082
H: 0.42757 1.77404 2.10045
H: 0.05132 -1.40153 0.21426

Summary:
* charge: +1
* frontier orbital gap (alpha / beta): 7.727 / 7.729 eV


B:
Density functional theory data (ωB97M-V/def2-TZVPD) for a cluster of 2 separate species, C3H4NO in total.

Element x y z (Å)
O: -0.20591 0.39904 -0.08232
N: 2.82910 -0.42598 -0.17425
C: 2.30436 0.51586 0.21749
C: -1.37616 0.34920 -0.14203
C: -2.57377 -0.07823 0.08124
H: 3.28327 -1.17844 -0.72675
H: 1.77436 1.36958 0.25762
H: -2.53549 -0.69874 1.01358
H: -3.49976 -0.25230 -0.44459

Summary:
* charge: +1
* frontier orbital gap: 7.357 eV


C:
Density functional theory data (ωB97M-V/def2-TZVPD) for a cluster of 2 separate species, C3H4NO in total.

Element x y z (Å)
O: -1.54472 -1.64722 0.41896
N: 0.42555 0.75703 -0.14094
C: -0.74292 0.67299 0.38717
C: -0.79372 -0.85993 0.10718
C: 0.60839 -0.61849 -0.52948
H: 1.38239 -1.11112 0.26404
H: 0.96733 1.64262 -0.37140
H: 1.00916 -0.69009 -1.54556
H: -1.31146 1.85422 1.41004

Summary:
* charge: +1
* frontier orbital gap: 9.575 eV


Computed stability ranking, most favorable first: B, C, A


A:
Density functional theory data (ωB97M-V/def2-TZVPD) for the ion C3H4NO with charge +1.

Element x y z (Å)
O: 1.76918 -0.87063 -0.17352
N: 0.16444 1.00122 -0.20322
C: 2.31309 0.30308 0.04068
C: 0.50080 -0.97961 0.13466
C: 1.41684 1.22342 0.20222
H: -0.57454 1.32643 0.42931
H: 0.01839 -1.79681 -0.40186
H: 0.14771 -0.81661 1.14876
H: -0.06989 1.22390 -1.18234

Summary:
* charge: +1
* frontier orbital gap (alpha / beta): 8.627 / 8.240 eV


B:
Density functional theory data (ωB97M-V/def2-TZVPD) for the ion C3H4NO with charge +1.

Element x y z (Å)
O: 0.79175 1.25838 0.50569
N: -0.36730 -0.58250 -0.24142
C: -0.53086 0.41068 -1.04887
C: 0.23944 1.56937 -0.52966
C: 0.44488 -0.34272 0.88116
H: -1.12079 0.38588 -1.95467
H: 1.41444 -0.84116 0.90925
H: -0.81094 -1.49510 -0.36967
H: -0.06060 -0.36282 1.84818

Summary:
* charge: +1
* frontier orbital gap (alpha / beta): 7.114 / 7.115 eV


Computed stability ranking, most favorable first: B, A


A:
Density functional theory data (ωB97M-V/def2-TZVPD) for a cluster of 2 separate species, C3H9N2O2S in total.

Element x y z (Å)
S: -0.43629 1.69886 -0.73755
O: 0.07732 0.69270 2.13005
O: 1.90524 -0.02693 3.18396
N: -0.80625 -1.65335 -0.18380
N: 2.12060 0.99987 1.17276
C: -0.70712 -1.02000 -1.49299
C: -1.31944 0.37592 -1.62003
C: 1.40133 0.51288 2.22437
H: -1.36373 0.65076 -2.67922
H: -2.36360 0.32853 -1.28387
H: -1.75708 -1.91595 0.02415
H: 0.35086 -0.95176 -1.75902
H: -0.48270 -1.02119 0.53265
H: 3.07915 0.71876 1.16563
H: -1.17208 -1.69540 -2.22104
H: -0.17366 1.15114 1.25449
H: 1.64746 1.15515 0.28944

Summary:
* charge: -1
* frontier orbital gap: 7.495 eV


B:
Density functional theory data (ωB97M-V/def2-TZVPD) for a cluster of 3 separate species, C3H9N2O2S in total.

Element x y z (Å)
S: -0.51937 -1.51528 2.57105
O: 2.65267 1.21768 0.03562
O: -1.44148 1.68303 -0.73308
N: 0.91984 -0.28660 -1.10025
N: -3.43549 0.50128 -1.06882
C: -2.23099 0.70709 -0.54683
C: 0.49898 -0.57764 1.37799
C: 0.80240 -1.26317 0.00444
H: 3.43688 1.42414 -0.55103
H: -1.94172 -0.02690 0.19798
H: -3.79921 1.52753 -1.20910
H: 0.13783 0.26455 -1.14761
H: 0.01541 0.31634 1.11644
H: 1.66115 0.37088 -0.72641
H: 1.50230 -0.40094 1.74830
H: 1.75307 -1.86523 0.19074
H: -0.01228 -2.07676 -0.15942

Summary:
* charge: -1
* frontier orbital gap: 3.116 eV


Computed stability ranking, most favorable first: A, B


A:
Density functional theory data (ωB97M-V/def2-TZVPD) for the ion C4H10NO2 with charge -1.

Element x y z (Å)
O: 0.96429 -0.96500 -1.17964
O: -0.50479 -1.21234 2.07411
N: 0.11308 0.92464 1.12422
C: 0.27987 0.31136 -1.26480
C: -0.49723 0.40384 -2.55571
C: -0.61845 0.49964 -0.03839
C: 0.39193 -0.24183 2.07784
H: -0.98759 1.38396 -2.61131
H: 1.13134 0.98298 -1.29733
H: -1.26239 -0.36369 -2.65927
H: -1.34770 1.27729 -0.29781
H: 0.11844 0.25414 -3.45034
H: -1.08913 -0.47248 0.09298
H: -0.45476 1.59013 1.64441
H: 1.43611 -0.56535 1.81258
H: 0.54539 0.27041 3.06664
H: 0.65843 -1.44312 -0.39301

Summary:
* charge: -1
* structure (SMILES): C[C@H](O)CNC[O-]
* frontier orbital gap: 6.686 eV


B:
Density functional theory data (ωB97M-V/def2-TZVPD) for a cluster of 2 separate species, C4H10NO2 in total.

Element x y z (Å)
O: -0.73046 0.66105 -1.11380
O: -0.67852 -2.48301 1.37875
N: -0.84862 -1.51530 2.39548
C: 0.43837 -1.37024 -0.85799
C: -0.98627 1.95705 -0.66983
C: 1.55512 0.80738 -0.38731
C: 0.49221 0.08807 -0.78043
H: -1.29419 -0.70108 1.94828
H: -0.45971 2.71422 -1.27106
H: -0.04988 -1.84574 0.12956
H: 1.54815 1.87921 -0.28186
H: 1.42719 -1.80840 -0.95283
H: -0.21166 -1.69970 -1.66432
H: -0.70539 2.08896 0.38149
H: 0.09978 -1.19282 2.64476
H: -2.06412 2.11474 -0.77170
H: 2.46799 0.30560 -0.12718

Summary:
* charge: -1
* frontier orbital gap: 5.278 eV


Computed stability ranking, most favorable first: A, B


A:
Density functional theory data (ωB97M-V/def2-TZVPD) for the ion C4H10NO2 with charge -1.

Element x y z (Å)
O: 0.48530 3.33209 -0.57877
O: 0.23249 -2.36159 -1.40646
N: -0.68174 1.24397 -0.06367
C: -0.32127 -2.22761 -0.10409
C: 0.19316 -1.00721 0.68890
C: 0.42864 0.27769 -0.12700
C: -0.26109 2.65951 0.26242
H: 0.20619 2.52491 1.27887
H: 1.13519 -1.23182 1.19692
H: -1.16106 1.18276 -0.95483
H: 0.61529 0.03503 -1.17471
H: -0.14926 -3.12992 0.49090
H: -1.25914 3.17814 0.47762
H: 1.18742 -2.41909 -1.38420
H: -1.39132 -2.11734 -0.29167
H: -0.55763 -0.76563 1.43897
H: 1.29883 0.82610 0.25078

Summary:
* charge: -1
* structure (SMILES): [O-]CNCCCO
* frontier orbital gap: 5.695 eV


B:
Density functional theory data (ωB97M-V/def2-TZVPD) for the ion C4H10NO2 with charge -1.

Element x y z (Å)
O: -0.08119 -0.95328 -1.02679
O: 0.42683 -1.65031 1.42768
N: -0.77961 0.45701 1.07377
C: 0.23908 1.11963 0.22040
C: -0.15225 1.04880 -2.42549
C: 0.37089 0.31875 -1.11934
C: -0.10818 -0.44301 1.99729
H: 0.19610 -1.49651 0.40647
H: 0.22731 2.22572 0.18427
H: -0.29262 0.24009 -3.14539
H: -0.91094 -0.78894 2.67944
H: 0.67637 1.72767 -2.65820
H: -1.29393 -0.06353 0.36473
H: -1.06762 1.63137 -2.42292
H: 1.23539 1.09355 0.67192
H: 0.73112 0.07924 2.46554
H: 1.48444 0.23578 -1.31244

Summary:
* charge: -1
* structure (SMILES): C[C@H]([O-])CNCO
* frontier orbital gap: 7.811 eV


Computed stability ranking, most favorable first: B, A


A:
Density functional theory data (ωB97M-V/def2-TZVPD) for the ion C4H8NOS with charge +1.

Element x y z (Å)
S: -3.18606 0.63522 0.02304
O: -1.42716 -1.38158 -0.22513
N: 0.89407 -0.59643 0.31114
C: -1.87494 -0.20266 0.04393
C: -0.11673 -1.78019 -0.14420
C: 0.31778 0.67599 0.60007
C: 0.49372 1.76479 -0.39284
H: 1.40198 -0.98306 1.11462
H: 1.54595 -0.49788 -0.47662
H: -0.35054 2.45048 -0.35552
H: 0.55905 1.36639 -1.40371
H: -0.03446 -2.58726 0.59071
H: 0.21775 -2.12242 -1.12888
H: 1.39222 2.35542 -0.19466
H: 0.16736 0.90318 1.63803

Summary:
* charge: +1
* frontier orbital gap (alpha / beta): 8.234 / 8.232 eV


B:
Density functional theory data (ωB97M-V/def2-TZVPD) for a cluster of 2 separate species, C4H8NOS in total.

Element x y z (Å)
S: 1.90041 -1.66266 -0.48621
O: -1.57971 -0.33505 0.13932
N: -0.17142 0.98598 -1.07814
C: -2.99428 -0.66439 0.32075
C: 2.63142 0.87740 0.39168
C: 1.73237 -0.11249 -0.04778
C: -1.26128 0.53253 -0.74866
H: -3.59008 0.09852 0.91802
H: 3.21723 1.22649 -0.40566
H: 3.46159 0.46213 1.15632
H: 2.02990 1.62482 1.00050
H: -2.94442 -1.48117 0.99223
H: -1.94469 0.99141 -1.49382
H: 3.21144 -1.69884 -0.08998
H: -3.69848 -0.84467 -0.56858

Summary:
* charge: +1
* frontier orbital gap (alpha / beta): 8.237 / 8.643 eV


C:
Density functional theory data (ωB97M-V/def2-TZVPD) for a cluster of 2 separate species, C4H8NOS in total.

Element x y z (Å)
S: 3.31662 0.13293 -0.01441
O: 2.17471 -0.81037 0.08148
N: -0.47200 -1.15223 -0.06573
C: -0.98121 -2.41940 0.13454
C: -0.52527 2.02949 0.36336
C: 0.21563 -0.22563 -0.21896
C: 0.36914 1.16634 -0.53376
H: -0.24561 1.92292 1.40844
H: -0.52333 -2.88915 1.00614
H: 1.41139 1.48854 -0.43266
H: -2.06016 -2.33473 0.28522
H: -1.57306 1.76413 0.24876
H: 0.08252 1.28443 -1.58699
H: -0.39967 3.07108 0.07530
H: -0.78968 -3.02836 -0.75073

Summary:
* charge: +1
* frontier orbital gap (alpha / beta): 7.603 / 7.499 eV


D:
Density functional theory data (ωB97M-V/def2-TZVPD) for a cluster of 2 separate species, C4H8NOS in total.

Element x y z (Å)
S: 0.52225 2.69708 1.98179
O: -0.64244 1.62716 1.45824
N: -1.48759 -0.21703 -0.85476
C: 0.74777 -2.17029 0.28735
C: -0.13821 0.23832 -0.63296
C: 0.20802 1.16953 0.37157
C: 1.32328 1.97215 0.62729
H: 0.13302 -2.38886 1.19868
H: 0.69935 -0.06460 -1.35632
H: -2.11081 0.24711 -1.58647
H: -1.36793 -1.15030 -1.16947
H: 1.56138 -1.43075 0.50887
H: 0.54969 -2.54044 -0.73524
H: -1.99542 -0.30784 0.01707
H: 1.99764 2.31877 -0.11564

Summary:
* charge: +1
* frontier orbital gap (alpha / beta): 7.805 / 7.227 eV


Computed stability ranking, most favorable first: C, A, D, B